1.
Below is CHFHoLiO3 as an isolated structure, with properties calculated with ωB97M-V/def2-TZVPD.

Positions of all 8 atoms, in Å:
1 Li 1.0459 -2.0628 2.4296
2 O 0.6458 -0.1987 0.3377
3 H 1.5618 0.0047 -0.0936
4 O -0.5448 1.2933 -0.7637
5 O 0.9979 -1.5536 0.5859
6 C -0.5075 0.2439 -0.1951
7 F -1.4177 -0.6258 -0.1306
8 Ho -1.7814 2.8990 -2.1702

Orbital gap (alpha / beta)   0.1739 / 0.1304 Eh
Expectation value of S²   6.003
Net charge   +4
2S+1   5
Highest occupied orbital energy (alpha / beta)   -26.071 / -26.082 eV

2.
Below is H26HeO13 as an isolated structure, with properties calculated with ωB97M-V/def2-TZVPD.

Positions of all 40 atoms, in Å:
1 He -0.0099 0.0267 -0.0848
2 O -0.3029 0.4187 3.2565
3 H 0.0196 -0.4821 3.2826
4 H 0.4508 0.9352 2.9713
5 O -1.4002 1.9867 -2.2560
6 H -1.3193 2.5152 -3.0499
7 H -1.3380 1.0820 -2.5626
8 O -2.4810 -2.9589 -1.4848
9 H -2.0943 -3.7407 -1.0906
10 H -1.7310 -2.4452 -1.7845
11 O 1.4999 -1.2612 -2.1485
12 H 2.2258 -0.6800 -2.3754
13 H 1.8805 -2.1392 -2.1675
14 O -2.8228 0.4942 1.7647
15 H -1.9708 0.2006 2.0873
16 H -2.6178 1.0287 0.9976
17 O 2.1805 -2.4671 0.8636
18 H 1.8650 -1.8845 0.1727
19 H 3.0053 -2.0749 1.1501
20 O -1.1454 -0.7699 -2.7337
21 H -1.2842 -1.2456 -3.5527
22 H -0.2033 -0.8327 -2.5764
23 O -2.5327 3.1758 0.1954
24 H -1.9611 3.4733 0.9033
25 H -1.9342 2.8328 -0.4682
26 O 2.7666 2.4252 -0.1109
27 H 1.9631 2.8188 -0.4513
28 H 3.3993 2.5173 -0.8232
29 O 3.7758 -0.1869 0.8443
30 H 4.3419 0.2124 1.5048
31 H 3.3696 0.5550 0.3961
32 O 0.4963 3.6332 -0.9824
33 H 1.0198 4.2127 -1.5360
34 H 0.2508 2.9088 -1.5578
35 O -2.9486 -2.6300 1.2357
36 H -2.7255 -2.2792 0.3734
37 H -2.6724 -1.9499 1.8501
38 O 0.3443 -2.1445 3.5232
39 H -0.1470 -2.9404 3.7266
40 H 0.7876 -2.3405 2.6978

Orbital gap   0.3436 Eh
Energy relative to the best compared isomer or geometry (same formula, charge and spin)   28.3 kcal per mole
Net charge   0
2S+1   1
Highest occupied orbital energy   -9.977 eV

3.
Below is a 16-piece molecular cluster, C61H165N21O22 overall, with properties calculated with ωB97M-V/def2-TZVPD.

Positions of all 269 atoms, in Å:
1 C 4.8364 2.0461 -4.2584
2 C 3.9034 3.1241 -3.6460
3 C 2.9828 3.8814 -4.6632
4 O 3.6715 4.5996 -5.7158
5 C 4.1494 5.8392 -5.1093
6 N 3.1345 2.4807 -2.5350
7 H 5.4172 1.6373 -3.4316
8 H 5.4783 2.4489 -5.0419
9 H 4.2563 1.2563 -4.7358
10 H 4.4061 3.9547 -3.1506
11 H 2.3631 4.5403 -4.0550
12 H 2.2049 3.2620 -5.1099
13 H 4.8824 5.7326 -4.3097
14 H 3.3654 6.4538 -4.6669
15 H 4.6601 6.4171 -5.8796
16 H 2.7189 3.1508 -1.9039
17 H 2.4032 1.8616 -2.8547
18 C 1.0407 1.0541 1.9427
19 C 1.7462 0.4926 0.7559
20 C 0.8107 0.3656 -0.5448
21 O -0.1835 -0.6802 -0.4215
22 C -1.0443 -0.6603 -1.5511
23 N 2.9422 1.2325 0.4584
24 H 0.0050 0.7200 2.0050
25 H 0.9904 2.1427 1.9193
26 H 1.5732 0.7284 2.8362
27 H 1.9508 -0.5558 0.9731
28 H 1.4308 0.1852 -1.4229
29 H 0.3623 1.3491 -0.6854
30 H -1.7522 -1.4815 -1.4380
31 H -0.5104 -0.7629 -2.4958
32 H -1.6418 0.2473 -1.6371
33 H 3.4547 0.8480 -0.3223
34 H 3.6463 1.0992 1.1702
35 C 1.6439 -3.2025 -3.4841
36 C 2.8333 -2.7827 -2.5972
37 C 3.7017 -1.5433 -3.0155
38 O 4.4406 -1.8787 -4.1218
39 C 5.8015 -1.6587 -4.1400
40 N 2.1832 -2.6511 -1.3041
41 H 1.9533 -3.3079 -4.5239
42 H 0.7827 -2.5344 -3.4831
43 H 1.1737 -4.1741 -3.3322
44 H 3.5416 -3.6101 -2.5545
45 H 4.2252 -1.2794 -2.0966
46 H 3.0589 -0.6636 -3.0467
47 H 6.4582 -2.2685 -3.5195
48 H 5.9628 -0.5840 -4.0553
49 H 6.1006 -2.0031 -5.1300
50 H 1.6818 -1.7859 -1.4466
51 H 1.4345 -3.2753 -1.0397
52 C -3.1274 -0.8576 2.4506
53 C -3.4416 -2.1645 3.2622
54 C -4.6621 -2.9361 2.7132
55 O -5.7799 -2.1313 2.8345
56 C -7.0035 -2.8618 2.7400
57 N -2.3194 -3.0491 3.2084
58 H -2.4682 -0.1692 2.9794
59 H -4.1105 -0.3942 2.3676
60 H -2.7070 -1.0652 1.4666
61 H -3.5945 -2.1166 4.3404
62 H -4.8676 -3.8339 3.2962
63 H -4.5678 -3.3034 1.6913
64 H -7.2187 -3.7113 3.3882
65 H -7.2490 -3.2113 1.7371
66 H -7.5988 -2.0046 3.0543
67 H -1.4451 -2.6220 3.4790
68 H -2.5968 -3.6259 3.9897
69 C 0.4199 2.9664 6.8699
70 C 1.7978 2.3448 6.6378
71 C 2.8699 3.3630 6.3177
72 O 2.7632 4.1854 5.1298
73 C 2.8237 3.5143 3.8916
74 N 2.0866 1.5415 7.8109
75 H -0.2912 2.2528 7.2862
76 H 0.0324 3.3537 5.9277
77 H 0.3797 3.7946 7.5774
78 H 1.7886 1.6040 5.8383
79 H 3.8497 2.8905 6.3873
80 H 2.9685 4.0477 7.1600
81 H 3.7204 2.8978 3.8274
82 H 2.8982 4.2392 3.0810
83 H 1.9306 2.8946 3.8120
84 H 1.8133 2.0282 8.6526
85 H 3.0883 1.5589 7.9390
86 C 11.9037 0.9440 -1.0575
87 O 10.6356 0.4950 -0.6300
88 C 10.0106 -0.3604 -1.6289
89 C 8.6145 -0.7217 -1.1982
90 N 7.7388 0.3966 -1.1366
91 C 6.4717 -0.0496 -0.5292
92 C 6.5651 -0.1095 0.9778
93 O 5.2358 -0.1691 1.5595
94 C 5.2677 0.1725 2.9656
95 H 12.6237 0.1267 -1.1000
96 H 12.1851 1.6911 -0.3155
97 H 11.9188 1.4506 -2.0225
98 H 10.6320 -1.2206 -1.8780
99 H 9.8302 0.2411 -2.5197
100 H 8.7061 -1.2178 -0.2320
101 H 8.2498 -1.4732 -1.8984
102 H 8.1910 1.1186 -0.5940
103 H 6.1481 -0.9789 -0.9981
104 H 5.7678 0.7600 -0.7218
105 H 7.1175 0.7485 1.3610
106 H 7.0152 -1.0698 1.2296
107 H 4.2484 0.1223 3.3486
108 H 5.4780 1.2252 3.1547
109 H 5.8837 -0.4829 3.5814
110 C 1.0740 -8.3638 6.3092
111 O 1.2901 -7.0618 5.7217
112 C 0.8309 -6.8862 4.3651
113 C 1.4424 -5.6144 3.7622
114 N 1.0942 -4.3985 4.5398
115 C 1.6812 -3.1837 3.8757
116 C 1.2473 -1.8920 4.5667
117 O -0.1536 -1.5668 4.5416
118 C -0.5646 -0.4770 5.2452
119 H 0.0904 -8.2362 6.7612
120 H 1.9064 -8.6676 6.9441
121 H 1.0247 -9.2197 5.6360
122 H -0.2432 -7.0169 4.2333
123 H 1.3312 -7.6597 3.7825
124 H 1.1493 -5.4328 2.7282
125 H 2.5266 -5.7118 3.7062
126 H 0.0868 -4.3461 4.5892
127 H 1.3368 -3.0965 2.8452
128 H 2.7662 -3.2535 3.7983
129 H 1.7435 -0.9966 4.1924
130 H 1.4034 -2.1143 5.6224
131 H -0.0666 0.4170 4.8698
132 H -0.3317 -0.6690 6.2925
133 H -1.5979 -0.3959 4.9076
134 C -2.1528 -3.8035 -3.1052
135 O -2.9017 -5.0120 -3.3567
136 C -2.0493 -6.1994 -3.3025
137 C -2.9345 -7.4186 -3.3816
138 N -3.0426 -7.8140 -4.7510
139 C -3.7764 -6.8837 -5.6282
140 C -4.5339 -7.6332 -6.7281
141 O -3.9451 -8.7837 -7.2241
142 C -2.8729 -8.6060 -8.1695
143 H -1.2295 -3.5967 -3.6463
144 H -1.7834 -3.5755 -2.1054
145 H -2.7217 -2.9852 -3.5467
146 H -1.5630 -6.2624 -2.3290
147 H -1.3158 -6.1740 -4.1084
148 H -3.8798 -7.1692 -2.8996
149 H -2.6099 -8.2879 -2.8098
150 H -3.5751 -8.6594 -4.8988
151 H -3.0026 -6.2135 -6.0025
152 H -4.3993 -6.1854 -5.0690
153 H -4.7786 -6.8711 -7.4680
154 H -5.5500 -7.8399 -6.3921
155 H -2.5196 -9.5332 -8.6208
156 H -1.9676 -8.1667 -7.7506
157 H -3.2645 -7.9099 -8.9112
158 C -11.4333 -2.0954 -0.5374
159 O -10.3616 -2.9868 -0.7208
160 C -9.2632 -2.5559 -1.4804
161 C -8.2544 -1.6776 -0.6895
162 N -7.1790 -1.3325 -1.6532
163 C -6.1412 -0.4166 -1.0829
164 C -4.9117 -0.2441 -2.0078
165 O -4.9350 0.9135 -2.8448
166 C -3.9669 0.9035 -3.9592
167 H -11.7457 -2.3930 0.4636
168 H -12.1703 -2.1079 -1.3404
169 H -11.0569 -1.0778 -0.4329
170 H -9.5084 -2.1008 -2.4401
171 H -8.7283 -3.4754 -1.7181
172 H -7.9021 -2.2039 0.1976
173 H -8.8187 -0.7929 -0.3946
174 H -7.6027 -0.9268 -2.4754
175 H -5.8101 -0.9193 -0.1741
176 H -6.5731 0.5560 -0.8469
177 H -4.6928 -1.1147 -2.6260
178 H -4.0775 -0.1455 -1.3133
179 H -4.1334 1.8686 -4.4376
180 H -3.9218 0.0607 -4.6489
181 H -2.9674 1.0082 -3.5370
182 C 0.2796 9.3237 1.6169
183 O 0.1774 8.2337 2.5232
184 C 1.1336 8.1243 3.5694
185 C 2.6677 8.2450 3.2578
186 N 3.2466 6.9830 2.6599
187 C 4.5145 7.1896 1.9049
188 C 5.3438 5.9373 1.5894
189 O 4.5636 5.1931 0.6690
190 C 5.3619 4.0933 0.2665
191 H 1.2663 9.3658 1.1557
192 H 0.1999 10.3001 2.0948
193 H -0.3980 9.2598 0.7655
194 H 0.8504 7.2304 4.1252
195 H 0.8900 8.8739 4.3223
196 H 3.1511 8.4030 4.2218
197 H 2.8740 9.1964 2.7675
198 H 3.3665 6.2757 3.3709
199 H 5.1141 7.9930 2.3329
200 H 4.1238 7.5546 0.9551
201 H 5.4484 5.4811 2.5738
202 H 6.3139 6.2287 1.1867
203 H 5.8389 3.5060 1.0511
204 H 6.2526 4.3617 -0.3016
205 H 4.8750 3.4148 -0.4339
206 C -3.0810 2.2620 0.6039
207 O -4.4356 2.3748 0.2300
208 C -4.8729 3.7083 -0.0564
209 C -6.2737 3.6028 -0.6430
210 N -7.2496 3.2340 0.3858
211 C -8.5825 3.0390 -0.1859
212 C -9.6543 2.5201 0.8826
213 O -9.1453 1.2870 1.3754
214 C -9.7696 0.9473 2.6252
215 H -2.7229 1.2325 0.6004
216 H -2.8797 2.5346 1.6399
217 H -2.3741 2.8240 -0.0064
218 H -4.2544 4.0864 -0.8705
219 H -4.6312 4.4591 0.6959
220 H -6.2173 2.9594 -1.5210
221 H -6.5156 4.5995 -1.0117
222 H -6.9023 2.4562 0.9286
223 H -8.5579 2.2804 -0.9682
224 H -8.9807 3.9705 -0.5883
225 H -10.6640 2.5222 0.4720
226 H -9.6551 3.1652 1.7612
227 H -9.2384 1.2861 3.5146
228 H -9.9192 -0.1270 2.7328
229 H -10.7989 1.3002 2.5614
230 C -1.4550 4.0871 -3.1092
231 O -1.8968 4.0239 -4.2209
232 N -1.8837 4.8984 -2.1959
233 N -0.6194 3.1745 -2.6241
234 H -1.4340 4.6854 -1.3170
235 H -2.6730 5.5285 -2.2074
236 H -0.2777 2.4816 -3.2747
237 H -0.4520 3.0760 -1.6330
238 C 0.2001 0.8444 -5.0565
239 O 0.8144 1.0700 -4.0576
240 N -0.6889 1.6547 -5.4994
241 N 0.3564 -0.1880 -5.8488
242 H -1.2488 1.3035 -6.2632
243 H -0.9526 2.4097 -4.8826
244 H 1.1146 -0.8072 -5.6001
245 H -0.1990 -0.3434 -6.6780
246 C -0.5359 -4.2414 0.2854
247 O 0.1757 -4.4102 -0.6358
248 N -1.0523 -3.0963 0.6616
249 N -0.9722 -5.2407 1.0361
250 H -1.6874 -3.1455 1.4454
251 H -0.8603 -2.1986 0.2405
252 H -0.6912 -6.1872 0.8232
253 H -1.6058 -5.0390 1.7963
254 C 4.2376 -3.4276 1.3171
255 O 4.8745 -3.4883 2.3432
256 N 3.5682 -4.4160 0.8387
257 N 4.0162 -2.3284 0.6250
258 H 3.5551 -5.3015 1.3243
259 H 2.9478 -4.1586 0.0844
260 H 4.4437 -1.4679 0.9363
261 H 3.3151 -2.3791 -0.1002
262 C 0.9508 4.6629 0.7226
263 O -0.0740 4.0766 0.4651
264 N 1.1525 5.8389 1.2354
265 N 2.1341 4.1583 0.4480
266 H 2.0483 6.1002 1.6220
267 H 0.3434 6.3889 1.4862
268 H 2.9479 4.7564 0.4483
269 H 2.1884 3.1717 0.2389

Orbital gap   0.3188 Eh
Net charge   0
2S+1   1
Highest occupied orbital energy   -8.364 eV

4.
Below is one molecule with the formula C2H4BrOP, with properties calculated with ωB97M-V/def2-TZVPD.

Positions of all 9 atoms, in Å:
1 C 1.4385 -0.1542 0.3116
2 C 0.1549 -0.0264 -0.3824
3 O -3.3019 1.2564 -0.7101
4 P -2.4874 0.9985 0.4635
5 Br -1.3428 -1.2050 0.2466
6 H 2.2423 -0.9145 -0.0312
7 H 1.1690 -0.5334 1.2278
8 H 2.0561 0.8455 0.2465
9 H 0.0712 -0.2670 -1.3722

Orbital gap (alpha / beta)   0.2423 / 0.2543 Eh
Energy relative to the best compared isomer or geometry (same formula, charge and spin)   78.3 kcal per mole
Net charge   0
2S+1   1
Highest occupied orbital energy (alpha / beta)   -7.566 / -7.788 eV

no.,strongest force on any atom (eV Å⁻¹),DFT total energy (eV)
1,5.3,-35857.9778
2,1.3,-27119.4443
3,5.5,-142258.8564
4,3.7,-83514.1607